{
  "formula": "C43H56MoN6O2P2S",
  "method": "ωB97M-V/def2-TZVPD",
  "symbols": ["Mo", "C", "P", "C", "C", "C", "C", "C", "C", "C", "P", "C", "C", "H", "H", "H", "H", "H", "H", "H", "H", "H", "H", "H", "H", "H", "H", "H", "H", "C", "C", "C", "C", "N", "C", "C", "C", "C", "C", "C", "C", "H", "H", "H", "H", "H", "H", "H", "H", "C", "C", "C", "C", "C", "C", "C", "H", "H", "H", "H", "H", "H", "H", "N", "C", "N", "C", "C", "O", "C", "C", "H", "H", "H", "H", "H", "H", "H", "H", "O", "N", "C", "C", "C", "C", "C", "H", "H", "H", "H", "H", "C", "N", "C", "C", "S", "N", "C", "C", "H", "H", "H", "H", "H", "H", "H", "H", "H", "H", "H", "H"],
  "coordinates": [[0.803, -0.690, 0.324], [3.548, -0.300, 2.399], [1.977, 0.541, 1.976], [2.680, 2.236, 1.848], [1.017, 0.493, 3.518], [1.313, -0.371, 4.568], [0.424, -0.512, 5.620], [-0.745, 0.233, 5.657], [-1.052, 1.082, 4.609], [-0.201, 1.181, 3.520], [-0.529, 2.218, 2.037], [-0.382, 3.812, 2.972], [-2.365, 2.262, 1.816], [4.088, 0.206, 3.203], [4.148, -0.283, 1.484], [3.364, -1.341, 2.657], [3.023, 2.571, 2.828], [1.956, 2.939, 1.446], [3.529, 2.185, 1.165], [2.224, -0.950, 4.562], [0.640, -1.211, 6.413], [-1.422, 0.142, 6.494], [-1.975, 1.645, 4.628], [-1.128, 3.841, 3.767], [-0.528, 4.661, 2.307], [0.607, 3.879, 3.419], [-2.916, 1.963, 2.706], [-2.653, 1.634, 0.976], [-2.627, 3.291, 1.566], [-1.888, -2.027, 3.390], [-1.337, -3.225, 3.842], [-0.161, -3.651, 3.258], [0.443, -2.890, 2.263], [-0.109, -1.727, 1.804], [-1.250, -1.331, 2.394], [1.684, -3.227, 1.605], [2.457, -4.354, 1.893], [3.598, -4.609, 1.164], [3.987, -3.733, 0.157], [3.247, -2.595, -0.092], [2.080, -2.305, 0.613], [-2.812, -1.648, 3.796], [-1.811, -3.798, 4.621], [0.289, -4.582, 3.561], [-1.651, -0.386, 2.038], [2.168, -5.033, 2.682], [4.194, -5.482, 1.378], [4.871, -3.949, -0.426], [3.570, -1.911, -0.865], [-2.720, -0.224, -0.890], [-4.059, -0.098, -0.572], [-4.568, -0.341, 0.736], [-5.908, -0.228, 1.006], [-6.804, 0.162, 0.015], [-6.336, 0.407, -1.274], [-5.003, 0.275, -1.568], [-2.386, -0.172, -1.907], [-1.944, -0.371, -0.150], [-3.885, -0.644, 1.518], [-6.271, -0.440, 2.002], [-7.852, 0.279, 0.243], [-7.030, 0.705, -2.046], [-4.641, 0.475, -2.568], [1.848, 0.070, -1.142], [2.617, 0.219, -2.009], [3.601, 0.396, -2.858], [4.879, -0.248, -2.549], [5.990, 0.403, -3.376], [5.698, 0.342, -4.750], [4.501, 1.027, -5.032], [3.309, 0.418, -4.287], [4.828, -1.316, -2.804], [5.087, -0.139, -1.483], [6.924, -0.140, -3.224], [6.125, 1.448, -3.060], [4.341, 0.947, -6.107], [4.602, 2.088, -4.758], [3.134, -0.604, -4.652], [2.413, 1.017, -4.459], [-0.180, -1.910, -1.308], [-0.349, -3.108, -0.860], [0.562, -4.060, -1.145], [0.419, -5.349, -0.688], [-0.700, -5.693, 0.058], [-1.646, -4.708, 0.311], [-1.455, -3.431, -0.165], [1.401, -3.730, -1.737], [1.181, -6.078, -0.914], [-0.850, -6.696, 0.416], [-2.544, -4.936, 0.860], [-2.171, -2.635, -0.020], [-3.108, 3.146, -4.198], [-1.924, 2.562, -3.603], [-1.624, 1.230, -4.063], [-1.319, 3.084, -2.505], [-0.658, 2.132, -1.295], [-1.285, 4.436, -2.395], [-1.153, 5.316, -3.538], [-0.880, 5.047, -1.152], [-3.927, 2.421, -4.145], [-2.948, 3.393, -5.251], [-3.413, 4.039, -3.659], [-1.362, 1.262, -5.125], [-2.486, 0.568, -3.951], [-0.786, 0.826, -3.497], [-1.179, 4.757, -4.468], [-0.192, 5.837, -3.478], [-1.950, 6.065, -3.544], [-1.219, 4.430, -0.321], [-1.333, 6.036, -1.089], [0.209, 5.141, -1.087]],
  "lowdin_spin": [1.706, 0.010, 0.031, -0.006, 0.008, 0.001, 0.001, 0.000, 0.000, 0.002, 0.019, 0.006, 0.003, 0.001, 0.000, 0.000, -0.001, 0.000, 0.000, 0.000, 0.000, 0.000, 0.000, 0.001, 0.000, 0.000, 0.001, 0.002, 0.000, 0.004, -0.020, 0.004, -0.014, 0.022, 0.001, 0.018, -0.006, 0.021, -0.007, 0.021, -0.014, 0.001, -0.001, 0.001, 0.004, -0.001, 0.002, -0.001, 0.001, 0.467, 0.047, 0.122, -0.008, 0.155, -0.008, 0.123, 0.020, 0.026, 0.006, -0.004, 0.009, -0.004, 0.005, 0.013, 0.086, 0.031, 0.006, 0.001, 0.000, 0.001, 0.004, 0.001, 0.000, 0.000, 0.000, 0.000, 0.000, 0.001, 0.000, 0.031, 0.001, -0.001, 0.000, -0.001, 0.000, 0.006, 0.000, 0.000, 0.000, 0.000, 0.007, 0.000, 0.001, -0.001, 0.004, 0.027, 0.004, 0.000, 0.001, 0.000, 0.000, 0.000, 0.000, 0.000, 0.000, 0.000, 0.000, 0.000, 0.000, 0.000, 0.000],
  "homo_lumo_gap_ev": [6.8, 5.7],
  "total_charge": 1,
  "spin_multiplicity": 4
}

---

{
  "formula": "C43H57BDyF4N5OS4",
  "method": "ωB97M-V/def2-TZVPD",
  "symbols": ["Dy", "C", "C", "C", "C", "C", "C", "C", "N", "C", "C", "C", "C", "C", "C", "C", "C", "C", "C", "N", "C", "C", "C", "N", "C", "C", "C", "C", "C", "C", "C", "C", "C", "C", "C", "C", "C", "C", "N", "C", "C", "H", "H", "H", "H", "H", "H", "H", "H", "H", "H", "H", "H", "H", "H", "H", "H", "H", "H", "H", "H", "H", "H", "H", "H", "H", "H", "H", "H", "H", "H", "H", "H", "H", "H", "H", "H", "H", "H", "H", "H", "H", "H", "H", "H", "S", "F", "B", "F", "F", "F", "O", "S", "C", "C", "C", "C", "H", "H", "H", "H", "H", "H", "H", "H", "S", "C", "N", "C", "C", "S", "H", "H", "H", "H", "H"],
  "coordinates": [[0.378, 0.360, 0.419], [1.716, -6.043, 2.196], [2.700, -4.851, 2.171], [2.244, -3.763, 1.233], [2.559, -3.617, -0.078], [3.556, -4.417, -0.864], [4.971, -3.823, -0.763], [1.758, -2.520, -0.572], [1.009, -1.971, 0.474], [1.255, -2.735, 1.557], [0.622, -2.609, 2.801], [-0.278, -1.580, 3.097], [-0.828, -1.290, 4.437], [-0.739, -2.230, 5.599], [-1.635, -3.464, 5.396], [-1.450, -0.112, 4.378], [-1.350, 0.393, 2.975], [-2.649, 0.840, 2.351], [-2.856, 1.044, 1.043], [-1.915, 0.908, 0.022], [-2.585, 1.140, -1.156], [-2.116, 0.896, -2.395], [-0.953, 0.116, -2.716], [-0.095, -0.394, -1.806], [0.724, -1.282, -2.487], [1.628, -2.189, -1.881], [0.414, -1.261, -3.860], [-0.655, -0.385, -4.007], [-1.442, -0.109, -5.259], [-2.641, -1.056, -5.408], [1.104, -2.032, -4.948], [2.245, -1.229, -5.589], [-3.985, 1.532, -0.872], [-4.156, 1.447, 0.452], [-5.405, 1.690, 1.240], [-6.083, 0.388, 1.692], [-4.985, 1.941, -1.918], [-4.755, 3.366, -2.449], [-0.667, -0.658, 2.245], [-2.035, 0.682, 5.511], [-0.940, 1.334, 6.383], [2.059, -6.854, 2.865], [1.598, -6.452, 1.182], [0.727, -5.698, 2.530], [3.695, -5.204, 1.873], [2.787, -4.443, 3.184], [3.258, -4.442, -1.917], [3.566, -5.454, -0.503], [4.933, -2.745, -0.968], [5.659, -4.290, -1.480], [5.377, -3.954, 0.248], [0.905, -3.300, 3.593], [-1.034, -1.708, 6.516], [0.300, -2.562, 5.726], [-2.676, -3.150, 5.229], [-1.608, -4.139, 6.265], [-1.314, -4.021, 4.506], [-3.480, 1.028, 3.031], [-2.740, 1.209, -3.230], [2.257, -2.745, -2.571], [-0.792, -0.216, -6.135], [-1.803, 0.928, -5.240], [-2.298, -2.101, -5.445], [-3.218, -0.845, -6.324], [-3.310, -0.957, -4.539], [0.376, -2.302, -5.730], [1.506, -2.969, -4.547], [1.858, -0.296, -6.019], [2.745, -1.799, -6.388], [2.994, -0.964, -4.826], [-6.111, 2.272, 0.637], [-5.153, 2.292, 2.123], [-6.394, -0.201, 0.819], [-6.969, 0.597, 2.306], [-5.387, -0.223, 2.277], [-5.994, 1.872, -1.501], [-4.925, 1.235, -2.753], [-4.850, 4.092, -1.636], [-5.485, 3.621, -3.232], [-3.742, 3.468, -2.862], [-2.671, 0.041, 6.133], [-2.662, 1.475, 5.090], [-0.332, 0.566, 6.882], [-1.384, 1.988, 7.156], [-0.283, 1.932, 5.741], [-0.111, 1.824, 2.903], [3.006, 3.925, 1.936], [3.058, 3.332, 0.634], [1.924, 2.455, 0.493], [4.281, 2.604, 0.411], [2.873, 4.348, -0.401], [2.711, 0.289, -0.547], [3.403, 0.231, -1.896], [5.146, 0.551, -1.549], [5.599, 1.487, -2.665], [4.529, 2.578, -2.717], [3.185, 1.855, -2.702], [5.680, -0.404, -1.534], [5.172, 1.028, -0.560], [5.622, 0.935, -3.619], [6.600, 1.889, -2.488], [4.636, 3.213, -3.597], [4.609, 3.211, -1.831], [2.813, 1.633, -3.711], [2.402, 2.390, -2.149], [-0.640, 3.987, -2.244], [-0.886, 4.489, -0.675], [0.075, 4.804, 0.182], [-0.275, 5.226, 1.544], [-1.762, 4.932, 1.719], [-2.449, 4.881, 0.047], [1.047, 4.673, -0.093], [-0.049, 6.289, 1.663], [0.297, 4.654, 2.264], [-2.282, 5.692, 2.308], [-1.885, 3.962, 2.165]],
  "lowdin_spin": [5.073, 0.000, 0.000, 0.000, 0.000, 0.000, 0.000, 0.000, -0.011, 0.000, 0.001, 0.000, 0.000, 0.000, 0.000, 0.001, 0.000, 0.000, 0.000, -0.010, 0.000, 0.000, 0.000, -0.012, 0.000, 0.000, 0.000, 0.000, 0.000, 0.000, 0.000, 0.000, 0.000, 0.000, 0.000, 0.000, 0.000, 0.000, -0.011, 0.000, 0.000, 0.000, 0.000, 0.000, 0.000, 0.000, 0.000, 0.000, 0.000, 0.000, 0.000, 0.000, 0.000, 0.000, 0.000, 0.000, 0.000, 0.000, 0.000, 0.000, 0.000, 0.000, 0.000, 0.000, 0.000, 0.000, 0.000, 0.000, 0.000, 0.000, 0.000, 0.000, 0.000, 0.000, 0.000, 0.000, 0.000, 0.000, 0.000, 0.000, 0.000, 0.000, 0.000, 0.000, 0.000, -0.011, 0.000, -0.001, -0.008, 0.000, 0.000, -0.010, -0.001, 0.000, 0.000, 0.000, 0.000, 0.000, 0.000, 0.000, 0.000, 0.000, 0.000, 0.000, 0.000, 0.000, 0.000, 0.000, 0.000, 0.000, 0.000, 0.000, 0.000, 0.000, 0.000, 0.000],
  "homo_lumo_gap_ev": [4.2, 4.2],
  "total_charge": -2,
  "spin_multiplicity": 6
}

---

| no. | molecular weight (g mol⁻¹) | strongest force on any atom (Eh/bohr) |
| --- | --- | --- |
| 1 | 878.92 | 0.0710 |
| 2 | 1037.54 | 0.0329 |